Record 1
{
  "formula": "C2H12N2O2",
  "method": "ωB97M-V/def2-TZVPD",
  "e_above_lowest_kcal_mol": 23.0,
  "orbital_gap_ev": 10.3550,
  "homo_energy_ev": -9.52,
  "symbols": ["N", "C", "C", "N", "H", "H", "H", "H", "H", "H", "H", "H", "O", "H", "H", "O", "H", "H"],
  "positions_angstrom": [[-0.4178, 2.2602, -0.1488], [-0.9104, 1.4218, 0.9187], [-0.2116, 0.0631, 0.9365], [1.2736, 0.1137, 0.9622], [0.5487, 2.4235, 0.0899], [-0.8980, 3.0972, -0.4258], [-1.9384, 1.1989, 0.8725], [-0.7259, 1.8367, 1.9248], [-0.4488, -0.6793, 1.6843], [-0.4441, -0.3663, -0.0460], [1.6117, 0.6465, 0.1611], [1.5527, 0.7742, 1.6938], [-2.4540, 0.2817, -1.9358], [-1.5582, 0.2446, -1.5830], [-2.5627, 1.2225, -2.1105], [2.5539, -3.7534, -0.4086], [2.6621, -4.7105, -0.4779], [1.8502, -3.6383, 0.2430]],
  "forces_ev_per_angstrom": [[0.7, -1.2, -0.2], [0.7, -0.3, 1.9], [1.5, 0.0, -2.0], [0.1, 1.3, 0.2], [0.0, 0.6, -0.5], [-0.2, 0.1, 0.5], [-1.5, 0.1, -0.4], [-0.2, 0.3, -0.1], [-0.8, 0.4, 0.4], [0.0, -0.4, 0.2], [-0.2, -0.6, -0.4], [-0.1, -0.5, 0.4], [0.0, 0.1, 0.0], [0.0, 0.0, 0.0], [-0.1, 0.0, -0.1], [-0.1, -0.3, 0.1], [0.0, 0.2, 0.0], [0.2, 0.1, -0.1]]
}



Record 2
{
  "formula": "C28H38N11O3PTi",
  "method": "ωB97M-V/def2-TZVPD",
  "e_above_lowest_kcal_mol": 8.8,
  "spin_multiplicity": 2,
  "total_charge": 3,
  "orbital_gap_ev": [7.4673, 7.1898],
  "homo_energy_ev": [-15.81, -15.81],
  "symbols": ["Ti", "N", "C", "N", "C", "N", "N", "C", "C", "C", "C", "C", "C", "N", "C", "C", "C", "C", "C", "C", "H", "H", "H", "H", "H", "H", "H", "H", "H", "H", "H", "C", "O", "C", "C", "O", "C", "C", "O", "C", "H", "H", "H", "H", "H", "H", "H", "H", "H", "H", "H", "H", "H", "H", "N", "C", "N", "C", "N", "C", "N", "C", "N", "C", "N", "C", "P", "C", "C", "H", "H", "H", "H", "H", "H", "H", "H", "H", "H", "H", "H", "H"],
  "positions_angstrom": [[0.8969, 0.8607, -1.0324], [3.5786, -0.3692, -4.4032], [2.7714, 0.3289, -3.6266], [2.5312, 0.0573, -2.3663], [3.2059, -1.0240, -1.7799], [3.1255, -1.2215, -0.5043], [2.3777, -0.2226, 0.0850], [2.5944, 0.0464, 1.3149], [1.9873, 1.2838, 1.8101], [2.1456, 1.7468, 3.1005], [1.6219, 2.9934, 3.4298], [0.9723, 3.7267, 2.4531], [0.8578, 3.1884, 1.1788], [1.3467, 1.9923, 0.8559], [4.0159, -1.8937, -2.6155], [4.6359, -3.0486, -2.1244], [5.4280, -3.8057, -2.9587], [5.6236, -3.4204, -4.2888], [5.0234, -2.2837, -4.7918], [4.2194, -1.5313, -3.9458], [3.7257, -0.0730, -5.3585], [2.2723, 1.1746, -4.0819], [3.2836, -0.5477, 1.9082], [2.6778, 1.1502, 3.8293], [1.7269, 3.3845, 4.4328], [0.5410, 4.6944, 2.6663], [0.3374, 3.7278, 0.3970], [4.4933, -3.3236, -1.0888], [5.9099, -4.6977, -2.5836], [6.2558, -4.0162, -4.9330], [5.1771, -1.9841, -5.8209], [0.4028, -2.4678, -0.8960], [0.0696, -1.1696, -1.4366], [-0.5481, -1.3027, -2.7287], [-1.1932, 0.0068, -3.0774], [-0.1633, 1.0067, -2.9480], [-0.6376, 2.3459, -3.1891], [0.5541, 3.2587, -3.0076], [1.3503, 2.7245, -1.9295], [2.5819, 3.4602, -1.7293], [-0.5110, -3.0565, -0.8252], [1.1241, -2.9719, -1.5395], [0.8212, -2.3205, 0.0927], [0.2134, -1.5871, -3.4610], [-1.3058, -2.0872, -2.6928], [-1.5682, -0.0032, -4.1019], [-2.0024, 0.2468, -2.3864], [-1.0222, 2.4196, -4.2071], [-1.4391, 2.5709, -2.4836], [1.1772, 3.3028, -3.9037], [0.2330, 4.2712, -2.7585], [2.3509, 4.4767, -1.4135], [3.1473, 2.9437, -0.9603], [3.1445, 3.4802, -2.6626], [-2.5315, 3.6127, 2.8198], [-2.7308, 2.9920, 1.8679], [-2.9408, 2.2422, 0.7725], [-1.9007, 1.7266, 0.2691], [-0.9737, 1.2113, -0.2384], [-5.1990, -2.3090, 3.4181], [-5.1337, -0.9133, 2.7767], [-4.8180, 0.1058, 3.8906], [-3.6228, -0.2509, 4.5643], [-3.7341, -1.5927, 5.1337], [-3.9928, -2.5975, 4.1041], [-2.8516, -2.7835, 3.2072], [-2.3760, -1.2429, 2.2712], [-4.1065, -0.8561, 1.6814], [-2.4294, -0.0869, 3.7342], [-5.3908, -3.0215, 2.6166], [-6.0444, -2.2859, 4.1059], [-6.0506, -0.6902, 2.3864], [-5.6705, 0.0796, 4.5692], [-4.7437, 1.0855, 3.4192], [-4.5527, -1.6043, 5.8541], [-2.8119, -1.8412, 5.6552], [-3.0717, -3.5864, 2.5004], [-1.9953, -3.1139, 3.7979], [-4.4081, -1.5610, 0.9054], [-4.1351, 0.1514, 1.2654], [-2.3773, 0.9481, 3.3884], [-1.5459, -0.2596, 4.3518]],
  "forces_ev_per_angstrom": [[0.0, 0.0, -0.2], [0.0, 0.0, 0.0], [0.0, -0.1, 0.0], [0.0, -0.1, 0.0], [0.1, 0.0, 0.0], [0.0, 0.0, 0.1], [-0.1, 0.1, -0.1], [0.0, 0.1, 0.1], [0.1, -0.1, -0.1], [0.0, 0.0, 0.1], [0.0, 0.0, 0.0], [0.0, 0.0, 0.0], [-0.1, 0.0, 0.1], [0.0, -0.1, -0.1], [0.0, 0.0, 0.1], [0.0, 0.0, 0.0], [0.0, 0.0, 0.0], [0.0, 0.0, 0.0], [0.0, 0.0, 0.0], [0.0, 0.0, -0.1], [0.0, 0.0, 0.0], [0.0, 0.0, 0.0], [0.0, 0.0, 0.0], [0.0, 0.0, 0.0], [0.0, 0.0, 0.0], [0.0, 0.0, 0.0], [0.0, 0.0, 0.0], [0.0, 0.0, 0.0], [0.0, 0.0, 0.0], [0.0, 0.0, 0.0], [0.0, 0.0, 0.0], [-0.1, 0.0, 0.1], [0.1, 0.0, -0.1], [0.0, 0.0, 0.0], [0.0, 0.0, 0.0], [0.0, 0.1, 0.0], [0.0, 0.0, 0.0], [0.0, 0.0, 0.0], [0.0, 0.1, 0.2], [0.0, 0.0, 0.0], [0.0, 0.0, 0.0], [0.0, 0.0, 0.0], [0.0, 0.0, 0.0], [0.0, 0.0, 0.0], [0.0, 0.0, 0.0], [0.0, 0.0, 0.0], [0.0, 0.0, 0.0], [0.0, 0.0, 0.0], [0.0, 0.0, 0.0], [0.0, 0.0, 0.0], [0.0, 0.0, 0.0], [0.0, 0.0, 0.0], [0.0, 0.0, 0.0], [0.0, 0.0, 0.0], [-0.1, 0.0, 0.0], [0.1, 0.0, -0.1], [0.1, 0.0, 0.1], [-0.1, 0.0, 0.0], [0.2, 0.1, -0.3], [0.0, 0.0, 0.0], [0.0, 0.0, 0.0], [0.0, 0.0, 0.0], [0.0, 0.0, 0.0], [0.0, 0.0, 0.0], [0.0, 0.0, 0.0], [0.1, 0.0, 0.0], [-0.2, 0.0, 0.1], [-0.1, 0.0, 0.0], [0.0, 0.0, 0.0], [0.0, 0.0, 0.0], [0.0, 0.0, 0.0], [0.0, 0.0, 0.0], [0.0, 0.0, 0.0], [0.0, 0.0, 0.0], [0.0, 0.0, 0.0], [0.0, 0.0, 0.0], [0.0, 0.0, 0.0], [0.0, 0.0, 0.0], [0.0, 0.0, 0.0], [0.0, 0.0, 0.0], [0.0, 0.0, 0.0], [0.0, 0.0, 0.0]]
}



Record 3
{
  "formula": "C3H8NO2",
  "method": "ωB97M-V/def2-TZVPD",
  "e_above_lowest_kcal_mol": 124.5,
  "total_charge": -1,
  "orbital_gap_ev": 6.1036,
  "homo_energy_ev": -1.69,
  "symbols": ["C", "C", "C", "N", "O", "O", "H", "H", "H", "H", "H", "H", "H", "H"],
  "positions_angstrom": [[0.5804, -1.3902, 0.1592], [0.5330, 1.4537, -0.5713], [-0.6122, -0.4330, -0.2843], [-1.4722, -0.0034, 0.8222], [-2.6995, 0.5008, 0.2919], [-1.2127, -0.5110, -1.4170], [1.5186, -0.7950, 0.1571], [0.5564, -2.2217, -0.6692], [0.3794, -1.7731, 1.2162], [-0.3085, 2.1154, -0.3700], [0.7111, 1.2571, -1.6183], [1.2786, 1.6053, 0.1944], [-1.6609, -0.4423, 1.7116], [-2.4994, 0.1763, -0.6177]],
  "forces_ev_per_angstrom": [[-1.4, -0.2, -0.9], [-1.9, -1.4, 0.7], [1.1, 1.8, 0.3], [0.1, 0.7, -0.2], [0.5, -0.3, 0.5], [0.4, -0.8, 1.0], [-0.6, -0.7, -0.1], [0.3, 1.3, 1.8], [0.3, 0.1, -1.4], [0.0, 0.0, -0.3], [0.6, 0.3, 0.0], [0.8, -0.1, -0.2], [0.3, -0.8, -0.4], [-0.5, 0.1, -0.8]]
}